# 1
136
Properties=species:S:1:pos:R:3:forces:R:3:lowdin_charge:R:1 method="wB97M-V/def2-TZVPD" homo_lumo_gap_ev=7.3 total_charge=+1 total_energy_ha=-4538.8262
C 5.25313 5.69132 7.12644 -0.423 -0.687 0.725 -0.107
C 3.83906 5.78987 6.25214 1.952 0.700 0.978 -0.257
O 3.44140 4.40185 5.96686 -1.179 1.873 -1.189 -0.233
C 2.35238 4.32871 4.97583 -1.105 -0.691 -0.336 -0.208
C 2.87696 3.88920 3.46636 0.454 0.487 0.536 -0.170
C 2.77452 2.26769 3.18752 0.062 1.196 0.029 -0.200
C 1.21446 1.83070 2.85891 0.736 -1.477 0.821 -0.198
C 1.26153 0.49271 1.87435 0.970 -0.060 0.324 -0.148
C 1.60305 0.87372 0.28802 0.396 2.291 2.480 -0.316
O 2.63473 -0.02191 -0.13991 -1.421 -0.975 -1.879 -0.190
C 2.70192 -0.41491 -1.53193 2.980 -0.804 1.022 -0.237
C 3.86144 0.68360 -2.05865 5.083 -0.253 -5.628 -0.172
O 4.86195 0.39783 -2.89456 -6.541 1.015 5.212 0.050
N 3.89808 2.14582 -1.56032 2.497 -1.162 0.780 0.120
C 5.25601 2.28206 -0.84911 1.545 -0.084 6.118 -0.175
O 5.41316 2.12977 0.48531 -1.096 0.927 -10.097 0.024
F 6.42889 2.64877 -1.69226 -4.140 -1.091 2.568 0.011
C 3.69483 -1.77435 -1.52197 2.416 -2.550 1.507 -0.164
C 4.96563 -1.60482 -0.44178 0.038 -4.085 -2.083 0.035
C 6.01359 -2.86038 -0.27830 -4.080 0.420 -3.226 0.002
C 5.70848 -4.18582 -1.21294 -2.290 4.140 0.516 -0.023
C 4.37109 -4.12960 -2.16247 1.553 1.349 1.715 -0.078
N 3.39987 -3.00610 -2.32813 4.548 1.147 3.640 0.032
C 1.34818 -0.50646 -2.40378 0.547 -0.052 -1.226 -0.191
C 0.23432 -1.64653 -2.18474 -0.803 -3.707 3.524 -0.466
I -1.66031 -1.88436 -3.41406 1.481 0.804 0.564 0.971
C 0.09515 -2.70360 -1.13559 -0.538 1.875 -2.663 -0.697
C -1.12394 -3.84939 -1.05935 -0.018 -0.520 0.192 -0.268
I 1.38959 -2.91781 0.55223 -0.733 -0.120 -0.777 1.080
C 1.98240 -0.57245 -3.95570 1.239 -1.860 -2.365 -0.212
C 1.23823 -1.49048 -5.06363 -0.007 0.553 -1.607 -0.125
F 2.20409 0.73374 -4.60760 -0.898 -1.604 1.848 -0.071
N 0.68657 0.87787 -2.14473 0.858 1.531 0.167 -0.063
C -0.32917 1.36009 -3.13629 -2.867 1.507 -4.760 -0.266
N 0.06278 2.69480 -3.82993 -0.193 -1.361 0.983 -0.019
C 0.30955 1.11782 -0.66609 -1.093 0.602 1.488 -0.512
I 0.01834 3.34971 -0.51078 0.270 -0.645 -0.282 1.085
C -1.11284 0.52360 -0.18189 -0.529 -2.287 0.442 -0.224
C -1.95552 1.29500 0.97576 -1.737 -0.525 0.581 -0.244
C -3.28271 2.14254 0.40025 0.117 0.270 0.291 -0.192
C -4.41784 2.39031 1.60379 -0.329 1.290 -2.283 -0.203
O -4.17411 3.75085 2.18737 -0.440 -0.742 -1.370 -0.166
H 5.32688 4.58156 7.55727 -0.154 2.418 -1.032 0.089
H 6.20970 5.90399 6.48643 -1.946 -0.359 1.216 0.074
H 5.22435 6.40077 8.08506 0.089 -1.403 -2.308 0.084
H 3.08343 6.38891 6.92681 1.037 -1.433 -1.525 0.126
H 4.09952 6.42059 5.29479 -0.859 -1.375 1.580 0.126
H 1.72211 5.33336 4.95529 1.474 -1.981 -0.031 0.133
H 1.59752 3.47483 5.32746 1.654 1.817 -0.524 0.130
H 4.01653 4.21437 3.40966 -2.401 -0.619 -0.009 0.126
H 2.25300 4.51488 2.67468 1.339 -1.445 1.470 0.112
H 3.21986 1.71848 4.14353 -1.162 1.000 -2.073 0.139
H 3.48466 2.02881 2.28641 -1.401 0.365 1.590 0.089
H 0.77749 1.42751 3.89442 0.582 1.120 -2.361 0.130
H 0.57174 2.70904 2.43163 1.313 -1.681 0.875 0.064
H 2.22454 -0.10502 2.25434 -2.080 1.244 -1.028 0.130
H 0.37056 -0.23953 2.01744 1.424 1.521 -0.410 0.079
H 2.16879 1.92344 0.41460 -1.385 -2.242 -0.599 0.100
H 3.89433 2.76674 -2.40014 0.341 -0.808 0.591 0.143
H 5.15352 -0.64048 0.19481 -0.605 -1.972 -1.471 0.101
H 6.92178 -2.72766 0.44814 -1.940 -0.495 -1.620 0.101
H 6.46084 -5.08823 -1.14428 -1.953 1.916 -0.402 0.104
H 4.15584 -5.11864 -2.79718 0.326 2.606 1.502 0.125
H -1.15698 -4.52742 -2.04182 -0.003 1.904 1.996 0.084
H -0.96396 -4.63276 -0.19249 0.191 1.929 -1.603 0.063
H -2.18101 -3.35910 -0.81696 2.377 -0.866 -0.857 0.078
H 3.07076 -1.06123 -4.00303 -2.387 1.298 1.121 0.158
H 0.99123 -2.59251 -4.74543 0.408 2.436 -0.281 0.083
H 0.30412 -0.91409 -5.53337 1.893 -1.503 1.238 0.067
H 1.98797 -1.60139 -5.98848 -1.432 0.397 2.209 0.117
H 1.40835 1.65991 -2.25967 -0.479 -1.211 -0.201 0.131
H -1.40822 1.55183 -2.74187 2.327 -0.861 -0.048 0.130
H -0.45007 0.68520 -4.11383 0.527 0.612 3.009 0.099
H -0.72904 3.37178 -3.77695 1.109 -0.877 -0.174 0.076
H 0.38883 2.51929 -4.80283 -0.588 0.255 1.168 0.079
H -1.89435 0.28464 -1.05389 2.035 0.754 1.618 0.098
H -0.88025 -0.55807 0.27279 -0.350 2.327 -1.098 0.101
H -1.33789 1.89828 1.76430 -1.071 -1.016 -1.804 0.087
H -2.48164 0.43519 1.62326 1.319 1.670 -1.466 0.131
H -2.99736 3.22318 0.02992 -0.434 -2.184 0.748 0.068
H -3.76588 1.60147 -0.54621 1.041 0.840 2.172 0.120
H -5.46459 2.49652 1.04019 2.115 -0.762 1.380 0.128
H -4.42454 1.53938 2.40656 0.074 2.020 -1.355 0.130
H -4.38353 4.45968 1.48754 0.348 -1.931 1.394 0.101
O -6.06495 6.08509 -1.20588 0.603 4.289 1.771 -0.238
P -7.44731 6.77082 -1.07914 -4.493 -7.751 -3.793 0.787
O -8.10068 5.53625 -0.19168 0.585 0.381 0.695 -0.255
C -7.78106 5.48342 1.18827 -0.236 -0.281 0.498 -0.303
C -8.55783 6.52382 1.96993 -0.066 0.180 0.133 -0.077
O -7.92193 6.28273 -2.59972 0.294 1.393 0.187 -0.265
C -6.96881 6.19115 -3.64990 0.253 -0.379 -0.346 -0.294
C -6.54647 4.74403 -3.84294 -0.007 -0.259 0.020 -0.077
O -8.99191 7.53703 -0.93752 3.085 2.149 1.495 -0.267
C -10.15554 7.15266 -1.66304 -0.802 -0.113 -0.955 -0.282
C -10.64618 5.73729 -1.40395 0.317 -0.322 0.057 -0.077
H -6.70379 5.61084 1.33214 0.029 -0.059 0.020 0.094
H -8.04661 4.48234 1.54598 0.052 0.092 -0.192 0.123
H -8.24880 7.53451 1.68507 -0.033 -0.015 0.072 0.072
H -8.39323 6.40619 3.04440 0.018 0.003 -0.096 0.082
H -9.63045 6.44640 1.76494 0.194 -0.038 0.043 0.079
H -6.11178 6.84494 -3.46523 -0.068 -0.208 0.061 0.104
H -7.44478 6.55303 -4.56653 -0.132 0.007 0.155 0.119
H -6.24664 4.27380 -2.90039 0.058 0.271 -0.076 0.067
H -5.71417 4.67080 -4.54869 -0.088 0.012 0.001 0.074
H -7.38364 4.15373 -4.22793 0.082 0.107 -0.043 0.078
H -10.01356 7.33711 -2.73228 0.069 -0.152 0.178 0.113
H -10.94588 7.84174 -1.34457 0.374 0.139 0.243 0.123
H -9.96422 4.98292 -1.80615 -0.066 0.161 0.060 0.069
H -11.61984 5.57995 -1.88075 0.088 0.257 0.030 0.085
H -10.75295 5.54718 -0.33177 -0.048 0.076 -0.158 0.073
O 2.42672 -8.28002 -1.30206 -3.861 1.829 2.076 -0.226
P 2.44121 -8.63485 0.20497 8.289 -5.096 -1.110 0.782
O 3.94340 -7.98721 0.45520 -0.419 0.962 -0.020 -0.249
C 4.03416 -6.57861 0.58481 0.325 0.232 0.186 -0.313
C 3.55506 -6.12273 1.94843 -0.111 0.053 0.194 -0.087
O 2.88035 -10.21541 -0.08602 -1.357 0.379 0.582 -0.265
C 2.40315 -10.88722 -1.24388 0.191 -0.300 -0.607 -0.294
C 3.47778 -10.89659 -2.31854 0.210 0.018 -0.095 -0.073
O 2.45741 -9.03132 1.88885 -3.060 2.420 -1.088 -0.271
C 3.21296 -10.09321 2.46302 0.333 -1.163 0.335 -0.282
C 4.72051 -9.98004 2.30298 0.151 0.153 -0.401 -0.076
H 3.46721 -6.08812 -0.21232 0.061 0.030 -0.053 0.082
H 5.08795 -6.30699 0.45678 -0.162 -0.178 -0.032 0.101
H 2.48337 -6.31142 2.06677 0.025 0.046 0.043 0.067
H 3.73069 -5.05220 2.08465 0.019 -0.023 -0.036 0.058
H 4.06738 -6.67042 2.74598 -0.053 0.115 -0.151 0.081
H 1.47065 -10.44320 -1.60348 0.223 0.041 -0.016 0.104
H 2.16826 -11.91776 -0.96009 0.069 0.108 0.171 0.119
H 3.88974 -9.89767 -2.49703 -0.280 -0.074 0.033 0.071
H 3.08329 -11.28413 -3.26212 0.045 -0.004 0.096 0.079
H 4.31843 -11.52435 -2.00748 -0.142 -0.015 -0.031 0.078
H 2.84407 -11.05851 2.10306 0.133 0.202 -0.080 0.114
H 2.99016 -10.07075 3.53576 -0.252 0.345 -0.166 0.122
H 5.03773 -10.11598 1.26529 -0.109 0.029 0.151 0.070
H 5.22413 -10.74942 2.89842 -0.261 0.054 0.049 0.085
H 5.07937 -9.00016 2.63185 -0.064 -0.159 0.033 0.071



# 2
87
Properties=species:S:1:pos:R:3:forces:R:3:lowdin_charge:R:1 method="wB97M-V/def2-TZVPD" homo_lumo_gap_ev=3.9 relative_energy_ev=0.000 total_charge=+2 total_energy_ha=-3481.9877
P -1.04980 -3.47254 1.75499 -0.503 -1.194 -0.762 1.087
C -2.54447 -2.91055 2.50405 -1.287 1.288 0.333 -0.406
C -3.71869 -3.66872 2.23269 0.517 0.112 0.416 -0.107
H -3.78282 -4.23531 1.29899 0.171 -0.233 0.553 0.110
C -4.73644 -3.71499 3.17391 -0.285 0.465 0.129 -0.075
H -5.56823 -4.42120 3.04768 0.358 0.460 -0.003 0.117
C -4.70073 -2.85756 4.29271 0.470 0.070 -0.183 -0.068
H -5.47720 -2.93117 5.06014 0.288 0.123 -0.347 0.111
C -3.67147 -1.90412 4.40822 -0.547 -0.229 0.082 -0.088
H -3.70941 -1.16420 5.21636 0.050 -0.343 -0.341 0.109
C -2.59985 -1.91068 3.51262 -0.188 -0.871 -0.445 -0.103
H -1.81003 -1.16405 3.58185 0.036 -0.357 0.218 0.094
C -0.97891 -3.42032 -0.02690 0.457 0.941 -0.630 -0.384
C -1.99706 -2.77970 -0.78249 0.380 -0.116 0.415 -0.134
H -2.70715 -2.11867 -0.27107 0.161 -0.407 -0.137 0.092
C -2.08640 -2.98844 -2.15312 0.142 -0.196 -0.394 -0.112
H -2.88870 -2.50170 -2.73021 0.392 -0.359 0.284 0.107
C -1.16394 -3.83010 -2.79613 0.002 0.195 0.032 -0.104
H -1.27804 -4.05398 -3.85686 0.032 0.066 0.265 0.103
C -0.08087 -4.36974 -2.07965 -0.041 0.334 -0.244 -0.095
H 0.66989 -4.97981 -2.59725 -0.350 0.258 0.228 0.114
C 0.04851 -4.12197 -0.72031 -0.473 0.272 0.387 -0.106
H 0.91385 -4.48300 -0.15549 -0.381 -0.144 -0.206 0.112
C 0.48175 -3.37947 2.62730 1.116 0.438 0.828 -0.392
C 0.74279 -4.50683 3.45338 -0.039 0.431 -0.646 -0.088
H -0.07155 -5.20875 3.65625 0.389 0.146 -0.252 0.111
C 2.02041 -4.74090 3.93129 0.667 0.455 0.243 -0.061
H 2.23703 -5.67151 4.46162 -0.065 0.399 -0.069 0.117
C 3.04064 -3.78749 3.72270 -0.697 -0.132 -0.231 -0.054
H 4.04755 -3.98131 4.10025 -0.363 0.150 -0.135 0.113
C 2.74567 -2.59903 3.03229 0.504 -0.078 0.169 -0.090
H 3.52953 -1.83513 2.92787 -0.391 -0.380 0.022 0.107
C 1.48625 -2.38825 2.47397 -0.435 -0.671 0.183 -0.110
H 1.25881 -1.45012 1.94852 0.079 -0.434 0.161 0.078
Hf 0.01115 3.09079 -0.19973 1.520 5.881 0.688 0.901
C 1.29125 2.22578 -1.82678 0.475 -0.088 -1.052 -0.188
C 1.37115 0.92971 -2.14654 -0.063 -0.141 -0.159 -0.369
H 1.77443 2.97104 -2.50297 -0.292 -0.682 0.454 0.034
C 0.77044 -0.16217 -1.26206 1.296 -0.749 0.030 -0.361
O 1.93520 -0.81882 -0.68772 -0.563 0.288 -0.470 -0.040
H 1.63679 -1.55574 -0.13728 -0.049 -0.236 -0.007 0.069
C -0.02458 0.43812 -0.18911 -2.349 1.828 0.169 0.008
H 0.20698 -0.88730 -1.89247 -0.108 0.271 0.658 0.143
C -0.88141 1.29591 0.25129 0.951 -7.691 0.842 -0.373
Cl 0.15369 5.22509 -1.24294 -0.127 -0.286 -0.300 0.033
Cl -1.21078 3.97048 1.70961 0.023 -0.236 -0.040 0.090
P -2.44402 2.32136 -1.26728 -0.733 0.810 -0.485 0.782
C -3.37291 3.87047 -1.16584 -0.174 0.169 -0.226 -0.247
H -2.87293 4.64895 -1.75184 -0.121 -0.087 0.126 0.046
H -3.42200 4.19442 -0.11943 -0.032 -0.088 -0.239 0.033
H -4.38156 3.67751 -1.55092 0.157 0.263 0.041 0.063
C -2.11625 1.94212 -3.00558 0.204 0.123 -0.314 -0.222
H -1.73336 0.91671 -3.09602 -0.159 0.186 0.055 0.045
H -1.36193 2.62898 -3.40554 -0.239 -0.057 -0.029 0.047
H -3.05535 2.04003 -3.56611 0.246 -0.082 0.024 0.076
C -3.69487 1.08064 -0.83650 0.109 -0.406 0.458 -0.197
H -3.71198 0.92292 0.24683 -0.178 -0.008 -0.130 0.063
H -3.48133 0.11967 -1.32118 0.043 0.225 0.141 0.049
H -4.68121 1.43917 -1.16460 0.349 -0.070 0.082 0.074
P 2.28242 0.32850 -3.60626 0.008 0.169 0.400 0.894
C 2.43519 1.72683 -4.71851 0.026 -0.073 -0.218 -0.164
C 1.38069 -1.00044 -4.40520 -0.108 -0.001 -0.087 -0.157
H 2.83456 2.59255 -4.17424 -0.012 -0.273 -0.286 0.063
H 1.44380 1.97422 -5.12678 0.350 -0.036 0.080 0.081
H 3.12032 1.44743 -5.53380 -0.238 0.187 0.209 0.083
H 1.39007 -1.90500 -3.78282 0.016 0.184 -0.137 0.066
H 1.87506 -1.20605 -5.36539 -0.196 -0.047 0.229 0.083
H 0.34097 -0.69300 -4.58379 0.272 -0.105 -0.026 0.073
C 3.90425 -0.27730 -3.13210 0.108 -0.016 0.043 -0.154
H 4.50117 0.55317 -2.73236 -0.122 -0.206 -0.128 0.079
H 4.40126 -0.70310 -4.01558 -0.083 0.104 0.271 0.080
H 3.77938 -1.03662 -2.34795 0.053 0.192 -0.286 0.064
H -1.36135 1.35453 1.22706 -0.490 0.277 -0.394 0.078
N 1.74735 2.47507 1.21543 0.332 -0.895 -0.066 -0.012
C 2.33603 3.70566 1.71726 -0.535 0.386 0.339 -0.344
C 1.80287 4.26701 2.88555 0.160 0.437 -0.595 -0.077
C 2.00520 5.63236 3.11054 0.224 -0.344 0.262 -0.050
C 2.80557 6.37444 2.23875 0.141 -0.238 -0.450 -0.049
C 3.39533 5.76842 1.11532 -0.034 -0.176 0.544 -0.052
C 3.17643 4.40807 0.86796 -0.141 0.525 -0.239 -0.065
H 1.37169 1.88175 1.95633 0.153 0.164 0.100 0.114
H 2.42207 1.88986 0.69980 -0.224 0.308 0.292 0.119
H 1.17860 3.66603 3.54303 0.033 0.195 -0.126 0.106
H 1.53218 6.11080 3.97636 0.317 -0.220 -0.373 0.126
H 2.98260 7.43060 2.43113 -0.110 -0.222 -0.081 0.118
H 4.01630 6.34980 0.43531 -0.117 -0.141 0.237 0.117
H 3.59448 3.90990 -0.01449 -0.139 0.272 0.247 0.116



# 3
21
Properties=species:S:1:pos:R:3:forces:R:3:nbo_charge:R:1 method="wB97M-V/def2-TZVPD" homo_lumo_gap_ev=7.6 total_charge=-1 total_energy_ha=-1052.4915
C -0.56780 -0.31635 1.82824 0.475 -2.964 -1.935 -1.104
C -1.89230 -0.32212 -0.79501 1.227 -0.717 0.554 -1.127
C -0.70788 2.11937 -0.29125 0.684 -1.263 -0.153 -1.055
C 0.75633 -1.22768 -1.06614 3.011 2.094 4.364 -0.592
N 2.22658 -1.48356 0.18719 0.561 0.919 -5.389 -0.909
O 1.54153 0.92504 0.23235 1.672 -0.648 0.505 -1.068
O 3.66393 0.26250 -0.86894 0.493 0.166 -0.053 -0.998
Si -0.09023 0.17027 -0.04240 -1.854 1.467 0.205 1.680
S 2.92680 0.06144 0.37490 -2.601 -0.146 -0.824 1.616
H 0.30134 -0.40664 2.55801 -1.555 0.649 -0.581 0.222
H -1.48869 0.22823 1.99866 0.349 0.682 0.915 0.228
H -1.02864 -1.39076 1.67902 1.057 1.517 0.437 0.201
H -2.50284 -0.03719 0.05333 -0.876 0.457 -0.396 0.197
H -2.10798 0.05449 -1.78815 -0.369 0.728 0.117 0.204
H -1.98299 -1.38773 -0.89927 -0.073 -0.923 0.108 0.183
H -0.13878 2.65600 -1.07334 -0.582 -0.345 -0.012 0.212
H -1.78395 2.03378 -0.43944 0.058 0.401 -0.564 0.192
H -0.58520 2.71968 0.58984 0.363 0.199 0.793 0.201
H 1.31675 -0.82651 -1.83648 1.205 0.926 -1.761 0.203
H 0.45983 -2.17035 -1.33489 -0.975 -2.404 -0.034 0.185
H 1.68420 -1.66188 0.93376 -2.268 -0.796 3.705 0.330